Below is a structure of composition C21H27Cl2O7PtS3, with properties calculated with wB97M-V/def2-TZVPD.

Structure (XYZ):
```
61
Properties=species:S:1:pos:R:3
Pt -0.248 -1.562 -0.579
O 2.519 -0.451 0.554
C 2.575 0.888 0.117
C 1.182 1.303 -0.429
O 1.008 2.503 -0.637
O 0.281 0.429 -0.671
C 3.524 1.073 -1.065
C 3.772 0.025 -1.944
C 4.607 0.205 -3.041
C 5.189 1.439 -3.278
C 4.926 2.496 -2.416
C 4.098 2.316 -1.320
C 3.002 1.724 1.327
C 2.147 2.549 2.043
C 2.580 3.168 3.210
C 3.870 2.975 3.674
C 4.733 2.150 2.963
C 4.297 1.533 1.804
H 3.269 -0.966 0.233
H 3.301 -0.938 -1.792
H 4.788 -0.625 -3.712
H 5.838 1.581 -4.133
H 5.367 3.468 -2.599
H 3.884 3.143 -0.657
H 1.140 2.714 1.690
H 1.895 3.801 3.761
H 4.202 3.457 4.586
H 5.743 1.983 3.317
H 4.972 0.881 1.260
C -4.035 2.444 2.261
C -4.390 0.995 1.947
C -4.104 0.619 0.498
S -2.321 0.669 0.170
O -2.105 -0.600 -0.665
C -2.208 2.067 -0.983
C -2.339 1.654 -2.441
C -3.729 1.190 -2.854
H -4.260 2.689 3.299
H -4.596 3.132 1.623
H -2.971 2.635 2.106
H -5.450 0.820 2.145
H -3.831 0.325 2.606
H -4.631 1.271 -0.198
H -4.373 -0.415 0.285
H -1.218 2.496 -0.821
H -2.979 2.779 -0.672
H -1.606 0.870 -2.629
H -2.029 2.516 -3.036
H -4.010 0.275 -2.331
H -3.758 0.972 -3.923
H -4.487 1.952 -2.650
O 0.595 -4.229 1.416
S 0.252 -4.258 0.011
O 0.123 -5.567 -0.569
O -1.005 -3.425 -0.291
S 1.532 -2.930 -0.993
Cl 1.830 -0.841 4.237
C 0.718 -1.691 3.144
Cl -0.776 -0.765 2.887
H 0.455 -2.642 3.586
H 1.193 -1.811 2.180
```

Results
Energy relative to the best compared isomer or geometry (same formula, charge and spin) ... 42.6 kJ/mol
Total charge ... -1
Molar mass ... 753.625 g mol⁻¹
Maximum force ... 0.732 eV Å⁻¹
LUMO ... 2.28 eV
Frontier orbital gap ... 7.189 eV
Multiplicity ... 1
DFT total energy ... -3577.4773 a.u.